{"formula": "C12H28MoNO2P2", "method": "wB97M-V/def2-TZVPD", "species": ["Mo", "P", "P", "O", "O", "N", "C", "C", "C", "C", "C", "C", "C", "C", "C", "C", "C", "C", "H", "H", "H", "H", "H", "H", "H", "H", "H", "H", "H", "H", "H", "H", "H", "H", "H", "H", "H", "H", "H", "H", "H", "H", "H", "H", "H", "H"], "xyz": [[-0.1793, -1.0720, 0.0531], [-0.5025, -0.1015, 2.2308], [0.9517, -1.4880, -1.9468], [-3.0265, 3.7083, 0.7998], [-4.9190, 0.6009, -0.5989], [1.1948, 0.7439, -0.0473], [-2.2276, -0.0461, 2.9113], [0.3791, 1.4643, 2.0925], [0.4855, -0.6822, 3.6689], [3.0536, 1.9483, -1.0112], [2.1981, 0.8267, -0.9607], [1.0681, 1.7597, 0.8970], [-1.5527, -2.6892, 0.1116], [1.6006, -3.1441, -2.3755], [1.7665, 2.9953, 0.6904], [2.7932, 3.0752, -0.2432], [2.4607, -0.4209, -1.8073], [0.2975, -0.9105, -3.5583], [2.1847, -3.1646, -3.3110], [-1.5011, -0.2412, -1.5314], [3.4186, 3.9672, -0.3378], [0.3151, -1.7182, 3.9751], [0.2701, 0.0097, 4.4913], [1.4490, 3.8848, 1.2434], [-0.9428, -3.5636, 0.3151], [-4.2955, 0.1363, 0.0395], [3.2447, -1.0171, -1.2894], [0.7441, -3.8211, -2.4855], [1.0756, -1.9477, 0.5245], [-0.6045, -1.4924, -3.7926], [-2.2933, 0.6769, 3.7406], [-1.3776, -0.2702, -0.7196], [-2.2948, -2.6161, 0.9003], [1.0237, -1.0346, -4.3814], [-2.0803, -2.8675, -0.8192], [3.8935, 1.8971, -1.6908], [-2.7835, 4.0351, -0.0728], [1.5338, -0.5569, 3.3795], [2.8656, -0.1220, -2.7912], [2.2202, -3.5229, -1.5506], [-2.9602, 0.2177, 2.1254], [0.2878, 2.2674, 2.8271], [-4.4478, 1.4042, -0.9000], [-2.5275, -1.0400, 3.2935], [0.0163, 0.1498, -3.4820], [-2.2758, 3.7818, 1.3939]], "mulliken_charge": [-0.9842, 1.1880, 1.2074, -0.6025, -0.6302, 0.0675, -1.0274, -1.1304, -1.3481, -0.8020, 0.3808, 0.7005, -1.1931, -1.2721, -0.9304, -0.4300, -1.0018, -1.4402, 0.4025, 0.2413, 0.4213, 0.4005, 0.4154, 0.4211, 0.3863, 0.3071, 0.3797, 0.3968, 0.2186, 0.4064, 0.4156, 0.2988, 0.3694, 0.4236, 0.3939, 0.4472, 0.3114, 0.3623, 0.4945, 0.3623, 0.1622, 0.4264, 0.3153, 0.3617, 0.4064, 0.3002], "max_force_ev_per_a": 5.453, "charge": 1, "lumo_ha": [-0.2001, -0.2004], "multiplicity": 3, "molar_mass_g_mol": 376.25}

***

{"formula": "BrZr", "method": "wB97M-V/def2-TZVPD", "species": ["Zr", "Br"], "xyz": [[-1.5346, -4.5148, -39.3493], [-2.4368, -8.1827, -37.6187]], "mulliken_charge": [2.1814, 0.8186], "max_force_ev_per_a": 0.697, "charge": 3, "lumo_ha": -0.7495, "molar_mass_g_mol": 171.13}

***

{"formula": "C14H17IN2O2Pb", "method": "wB97M-V/def2-TZVPD", "species": ["Pb", "I", "O", "O", "N", "N", "C", "C", "C", "C", "C", "C", "C", "C", "C", "C", "C", "C", "C", "C", "H", "H", "H", "H", "H", "H", "H", "H", "H", "H", "H", "H", "H", "H", "H", "H", "H"], "xyz": [[-0.3394, -0.2527, -0.6311], [-2.2875, -2.4903, -1.2570], [-1.6026, -0.2716, 2.4283], [-2.9620, 0.6334, 0.9003], [1.2700, 1.1617, 0.8362], [1.2785, -1.5303, 0.6108], [2.2256, 3.2703, 1.4919], [-2.9043, -0.2252, -4.8157], [-4.0663, 0.6890, 1.8340], [3.3427, 1.2184, 2.0514], [-1.8165, 0.0869, 1.2908], [3.3049, 2.6116, 2.0919], [3.3011, -1.7671, 1.8794], [2.3159, -0.9618, 1.2987], [1.2256, 2.5106, 0.8786], [2.1377, -3.7198, 1.1077], [2.3198, 0.5078, 1.4009], [1.1847, -2.8772, 0.5438], [3.2263, -3.1533, 1.7768], [-2.6639, 1.2714, -4.9845], [-4.8750, 1.1374, 1.2550], [4.1103, 3.1514, 2.5825], [4.1160, -1.2819, 2.4111], [-3.5022, 1.8519, -4.5941], [2.1505, 4.3568, 1.4875], [0.3058, -3.2574, 0.0215], [-2.8475, -0.5432, -3.7709], [-4.3189, -0.3284, 2.1495], [2.0167, -4.7930, 1.0140], [-3.7853, 1.3198, 2.6835], [4.1542, 0.6529, 2.5022], [-2.5584, 1.5255, -6.0420], [-2.1707, -0.8041, -5.3820], [-1.7568, 1.5979, -4.4731], [0.3579, 2.9664, 0.3965], [4.0059, -3.7663, 2.2214], [-3.8927, -0.4975, -5.1956]], "mulliken_charge": [0.5785, -0.5275, -0.5795, -0.2305, -0.0003, 0.0063, -0.7296, -0.5775, -0.6641, -0.6875, 0.4015, -0.4118, -0.6419, 0.6084, -0.1458, -0.7967, 0.5070, 0.3122, -0.4005, -0.8136, 0.2022, 0.4250, 0.2654, 0.2653, 0.3719, 0.0487, 0.0511, 0.2899, 0.3977, 0.2823, 0.2850, 0.3009, 0.2635, 0.2145, 0.4207, 0.4258, 0.2830], "max_force_ev_per_a": 1.660, "lumo_ha": -0.0371, "molar_mass_g_mol": 579.41}

***

{"formula": "C3H9N2O", "method": "wB97M-V/def2-TZVPD", "species": ["O", "N", "N", "C", "C", "C", "H", "H", "H", "H", "H", "H", "H", "H", "H"], "xyz": [[-0.3940, -0.1310, 0.3503], [0.8733, -2.1558, 1.0905], [2.3694, -1.1499, -0.4089], [-1.0316, 0.5314, -0.6654], [-1.5364, 1.9256, -0.2658], [1.5096, -0.9980, 0.5589], [-0.6548, 2.5315, 0.0457], [2.8753, -0.3273, -0.5128], [1.4462, -0.2023, 1.2987], [-0.1455, -1.9449, 1.0473], [1.2654, -2.9914, 0.7060], [-0.4100, 0.7049, -1.5958], [-2.2781, 1.7816, 0.5867], [-1.8665, -0.0428, -1.1082], [-2.0224, 2.4684, -1.1272]], "mulliken_charge": [-0.7153, -0.6344, -0.8927, -0.4619, -0.9832, 0.3696, 0.2404, 0.2129, 0.3090, 0.2973, 0.2428, 0.2369, 0.2191, 0.2312, 0.3281], "max_force_ev_per_a": 2.542, "charge": -1, "lumo_ha": 0.1661, "molar_mass_g_mol": 89.12}

***

{"formula": "C22H38N2O8", "method": "wB97M-V/def2-TZVPD", "species": ["O", "O", "O", "O", "O", "O", "O", "O", "N", "N", "C", "C", "C", "C", "C", "C", "C", "C", "C", "C", "C", "C", "C", "C", "C", "C", "C", "C", "C", "C", "C", "C", "H", "H", "H", "H", "H", "H", "H", "H", "H", "H", "H", "H", "H", "H", "H", "H", "H", "H", "H", "H", "H", "H", "H", "H", "H", "H", "H", "H", "H", "H", "H", "H", "H", "H", "H", "H", "H", "H"], "xyz": [[-0.7780, -2.7203, -1.5114], [-2.9586, -0.8200, 1.0619], [-1.3178, 0.3696, -1.9539], [-1.3524, 0.6471, 0.6344], [1.0711, 0.9948, 4.0744], [2.8672, -0.9543, 1.3352], [-3.1485, -0.8441, -1.6139], [2.2566, 1.2795, -0.6609], [1.8208, 1.8941, 2.1594], [1.2172, -1.7080, -1.3173], [0.1303, -2.0935, -2.0321], [-0.5112, 2.3307, 2.8769], [2.2968, -0.8654, -1.7909], [-2.7206, -0.8047, 3.7105], [-0.5142, 3.6748, 3.6152], [-2.2874, -0.4239, -2.3570], [1.3296, 2.2650, -0.2678], [-1.6190, 1.4460, 3.4675], [3.1627, -0.2439, 2.5117], [1.4919, -1.1997, 1.1253], [0.8553, 1.6789, 3.0876], [3.1317, 1.2856, 2.3702], [0.9686, -2.9160, -4.1954], [-2.0018, -0.0220, 1.4302], [-3.6019, -0.9395, -4.4137], [1.7465, 2.8600, 1.0824], [-2.2071, -0.7092, -3.8401], [-1.3206, -1.9435, -4.0727], [1.9356, 0.6294, -1.8744], [1.3444, -2.2478, 0.0257], [-1.7081, 0.0127, 2.9137], [0.1124, -1.8247, -3.5380], [-0.7047, 2.4845, 1.8166], [2.7353, 3.3137, 0.9712], [1.0416, 3.6535, 1.3299], [3.7522, 1.5460, 1.5139], [-1.7907, -2.8031, -3.5906], [-3.7121, -0.3651, 3.6328], [1.0548, -1.5951, 2.0550], [0.8700, 0.7423, -2.0941], [-1.4376, 1.3565, 4.5399], [2.5116, 1.0966, -2.6877], [4.1926, -0.5161, 2.7645], [-3.0792, -0.8669, 0.0610], [-1.3507, 0.5032, -0.9522], [-2.4299, -0.8300, 4.7573], [2.5038, -0.5567, 3.3290], [3.1143, -0.9586, -1.0740], [2.2237, -2.9007, 0.0655], [-0.3149, 3.5122, 4.6720], [0.5112, -3.8880, -4.0252], [2.6448, -1.2019, -2.7700], [-1.4837, 4.1582, 3.5152], [1.0359, -2.7470, -5.2681], [0.9602, -0.2829, 0.8551], [-4.2119, -0.0458, -4.3056], [-0.7163, -0.4397, 3.0290], [-1.2836, -2.1260, -5.1484], [0.4462, -2.8427, 0.2011], [-2.7693, -1.8233, 3.3360], [-1.7356, 0.1592, -4.3129], [-4.0878, -1.7517, -3.8796], [0.3273, 1.8306, -0.1864], [1.2968, 3.0798, -1.0095], [-2.5792, 1.9467, 3.3224], [1.9756, -2.9422, -3.7871], [3.5694, 1.6985, 3.2877], [0.2476, 4.3480, 3.2278], [0.5208, -0.8388, -3.7661], [-3.5397, -1.1950, -5.4684]], "mulliken_charge": [-0.6694, -0.4783, -0.3407, -0.8177, -0.6710, -0.4105, -0.9278, -0.2323, 0.4748, 0.5482, 0.0561, 1.2673, -1.2191, -2.0361, -1.9745, 0.5436, 0.6220, -1.9091, -0.8445, 0.6836, 0.4067, -0.8284, -1.7916, 0.2341, -1.7147, -1.7771, 0.8064, -1.5952, -0.4012, -1.8511, 1.6142, 1.0461, 0.1671, 0.4680, 0.4476, 0.4282, 0.3423, 0.3815, 0.9314, 0.3257, 0.3848, 0.3249, 0.4434, 0.6400, 0.3817, 0.4842, 0.4126, 0.6580, 0.2099, 0.4007, 0.3881, 0.4051, 0.4676, 0.4447, -0.4003, 0.4122, -0.2170, 0.5400, 0.5163, 0.4204, 0.3858, 0.3460, -0.4131, 0.6070, 0.4566, 0.3736, 0.4535, 0.3774, 0.3558, 0.4353], "max_force_ev_per_a": 0.743, "lumo_ha": 0.0266, "molar_mass_g_mol": 458.55, "smiles": "C[C@H](C[C@@H](C)C(=O)N1CCOCCN(C(=O)[C@@H](C)C[C@@H](C)C(=O)O)CCOCC1)C(=O)O"}

***

{"formula": "C38H44N6PtS2Sb2", "method": "wB97M-V/def2-TZVPD", "species": ["Pt", "Sb", "Sb", "S", "S", "N", "N", "N", "N", "N", "N", "C", "C", "C", "C", "C", "C", "C", "C", "C", "C", "C", "C", "C", "C", "C", "C", "C", "C", "C", "C", "C", "C", "C", "C", "C", "C", "C", "C", "C", "C", "C", "C", "C", "C", "C", "C", "C", "C", "H", "H", "H", "H", "H", "H", "H", "H", "H", "H", "H", "H", "H", "H", "H", "H", "H", "H", "H", "H", "H", "H", "H", "H", "H", "H", "H", "H", "H", "H", "H", "H", "H", "H", "H", "H", "H", "H", "H", "H", "H", "H", "H", "H"], "xyz": [[11.1220, 11.1838, 15.8195], [10.9590, 10.9927, 18.5037], [9.0361, 9.4696, 15.4474], [16.1424, 12.3484, 19.5296], [9.1855, 11.4426, 10.0046], [13.4411, 11.3960, 15.9644], [10.1899, 13.1710, 15.4567], [10.3948, 15.2712, 14.2009], [8.1884, 14.2269, 14.6160], [9.4026, 15.2823, 16.4190], [11.9091, 11.2157, 13.6377], [7.6794, 7.3833, 18.5720], [11.1322, 11.0003, 12.5791], [16.2449, 11.3942, 15.7959], [14.1697, 11.3634, 16.9872], [11.0757, 9.9767, 8.9992], [12.0581, 9.3235, 19.3753], [8.1000, 15.0266, 15.8559], [15.5790, 11.3595, 16.9730], [8.0499, 8.7165, 18.3683], [11.0008, 13.9930, 14.4843], [17.3973, 10.4570, 18.4530], [13.9101, 11.2690, 12.2598], [9.9153, 7.5440, 15.6942], [8.5943, 7.2583, 20.7525], [13.2574, 11.2940, 13.5175], [8.9904, 8.5549, 20.5769], [7.7826, 9.1777, 13.6912], [16.0893, 11.4313, 13.2729], [17.5194, 11.7610, 20.3240], [8.7005, 9.3109, 19.4294], [8.9465, 10.7102, 8.4623], [13.0558, 11.0972, 11.1632], [9.0829, 14.9711, 13.6564], [11.6708, 10.9589, 11.2907], [9.0038, 10.8130, 19.4624], [11.7361, 12.7155, 19.5064], [15.3599, 11.3205, 12.1660], [8.7771, 12.9740, 14.8595], [7.6214, 9.4715, 17.0912], [18.0730, 10.6756, 19.6545], [10.1781, 16.0440, 15.4869], [7.9072, 6.6099, 19.6973], [10.8178, 10.7794, 10.0726], [10.0488, 14.0321, 16.6837], [9.9999, 9.9522, 8.0798], [16.3391, 11.2786, 18.2234], [14.0716, 11.3668, 14.7431], [15.5029, 11.3812, 14.5917], [13.7350, 11.4594, 17.9398], [13.4859, 11.0247, 10.1850], [7.3361, 5.6767, 19.8391], [9.2268, 6.6949, 15.7958], [9.1699, 11.1319, 20.4722], [9.0748, 14.3683, 12.7152], [11.8183, 9.2225, 20.4176], [11.1135, 13.4089, 13.6000], [11.9479, 14.1596, 14.9695], [19.0055, 10.1851, 19.9633], [11.0517, 14.2662, 17.0668], [11.0250, 13.4992, 19.3684], [17.7012, 9.7749, 17.7266], [10.4755, 7.6511, 16.6250], [11.1066, 16.3127, 15.9009], [8.6670, 15.9426, 13.3397], [9.5957, 16.9877, 15.2254], [17.3080, 11.3951, 15.6886], [11.9660, 9.3736, 8.8689], [8.1720, 12.3640, 15.5402], [9.4546, 13.4874, 17.4067], [17.1616, 11.3697, 13.1730], [17.8476, 12.1547, 21.2547], [7.0410, 10.0404, 13.5587], [9.9353, 9.4009, 7.1422], [11.7611, 8.4640, 18.7944], [7.6834, 16.0056, 15.5666], [13.1639, 9.4655, 19.2401], [12.7199, 13.0274, 19.1651], [8.2264, 11.3921, 18.9735], [7.4079, 14.4974, 16.5714], [8.6329, 6.8104, 21.7449], [10.7196, 7.3706, 14.9761], [11.7559, 12.5161, 20.6078], [10.0351, 10.9298, 12.7710], [6.7299, 8.9458, 16.6616], [8.3570, 9.1223, 12.7799], [9.4228, 9.0524, 21.4343], [8.8839, 12.4771, 13.8793], [7.9885, 10.8703, 8.0248], [15.8450, 11.3370, 11.1970], [7.2668, 10.5071, 17.2444], [7.1362, 6.8104, 17.8160], [7.1638, 8.2207, 13.6938]], "mulliken_charge": [3.7093, 0.6186, 0.1736, -0.0959, 0.0182, -0.3858, -0.9260, 0.1512, 0.1948, 0.2217, -0.2041, -0.5351, -0.3387, -0.9079, -0.1179, -0.4421, -1.1263, -0.7078, 0.1333, 0.5860, -0.5600, -0.6727, 0.7607, -1.0523, -0.4526, 0.1565, -0.7196, -1.2052, -1.0046, -0.4938, 0.6788, -0.4185, -1.0807, -0.6787, 0.3216, -1.4691, -1.3610, -1.1035, -0.2304, -1.3661, -0.5354, -0.8043, -0.8349, 0.0128, -0.3518, -0.6574, -0.2182, -0.3875, 0.7369, 0.4720, 0.6537, 0.3711, 0.4356, 0.8253, 0.2967, 0.4422, 0.2976, 0.2369, 0.3853, 0.1007, 0.4939, 0.5822, 0.1590, 0.3738, 0.3181, 0.3445, 0.6924, 0.4800, 0.2350, 0.0665, 0.4194, 0.4709, 0.4092, 0.3838, 0.3133, 0.3696, 0.3346, 0.4107, 0.4380, 0.2446, 0.3906, 0.4333, 0.4384, 0.1048, 0.6682, 0.4136, 0.4430, -0.1951, 0.4509, 0.4579, 0.5230, 0.3648, 0.4219], "max_force_ev_per_a": 4.136, "charge": 2, "lumo_ha": [-0.2039, -0.2513], "multiplicity": 3, "molar_mass_g_mol": 1087.54}